1.
9
Properties=species:S:1:pos:R:3 method="wB97M-V/def2-TZVPD" homo_energy_ev="-18.00 / -18.13" s2=6.072 charge=+2 e_above_lowest_kcal_mol=39.3 lumo_energy_ev="-13.073 / -11.713" spin_multiplicity=5
C 1.384 -0.240 0.454
C 0.554 0.775 0.060
C -0.528 0.092 -0.585
O -1.497 -0.470 -0.058
Cr -2.975 -1.439 -0.483
H 1.780 -0.274 1.470
H 1.623 -1.091 -0.187
H 0.373 1.668 0.659
H -0.714 0.980 -1.331

=====

2.
9
Properties=species:S:1:pos:R:3 method="wB97M-V/def2-TZVPD" homo_energy_ev=-12.91 charge=+1 lumo_energy_ev=-5.975 spin_multiplicity=1
C -0.974 -1.108 0.158
C -0.942 0.265 0.139
C 0.370 0.500 -0.458
O 1.479 0.536 0.049
Cu 3.408 0.775 -0.337
H -0.834 -1.699 -0.750
H -1.142 -1.645 1.092
H -0.116 1.515 -0.892
H -1.250 0.862 0.999

=====

3.
11
Properties=species:S:1:pos:R:3 method="wB97M-V/def2-TZVPD" homo_energy_ev="-8.30 / -8.33" s2=0.756 charge=0 e_above_lowest_kcal_mol=117.0 lumo_energy_ev="-0.337 / -0.867" spin_multiplicity=2
C -1.179 -1.645 0.006
C -1.401 -0.371 0.310
O -0.537 0.658 0.092
C -0.767 1.817 0.710
O 0.339 2.493 0.523
Cu 1.790 0.860 -0.466
H -1.660 -2.428 0.591
H -0.757 -1.890 -0.977
H 0.241 3.392 0.863
O 2.128 -1.126 -0.505
H 1.803 -1.760 -1.147

=====

4.
12
Properties=species:S:1:pos:R:3 method="wB97M-V/def2-TZVPD" homo_energy_ev="-7.98 / -8.24" s2=15.760 charge=0 e_above_lowest_kcal_mol=0.0 lumo_energy_ev="-0.703 / -0.599" spin_multiplicity=8
C -2.200 0.687 -0.179
C -1.045 0.059 -0.398
O 0.124 0.804 -0.333
C 1.283 0.188 -0.148
O 1.372 -1.070 -0.121
O 2.293 0.913 0.063
O -3.382 0.061 -0.383
Eu 3.954 -0.977 0.572
H -2.228 1.736 0.126
H -0.952 -0.971 -0.738
H -4.108 0.688 -0.339
H 4.889 -2.118 1.876

=====

For the records above, the corresponding electronic energy values read -33619.30264 -49849.89105 -53950.85625 -30692.69424 eV.